[1]
Below is a 2-piece molecular cluster, C9H9Cl2N overall at a distorted geometry, with properties calculated with wB97M-V/def2-TZVPD.

Cartesian coordinates (Å):
C: 2.88045 -1.08577 -0.54099
C: 2.57000 0.18185 -0.18897
C: 2.03339 -2.17734 -0.13827
C: 1.39394 0.39058 0.52455
C: 1.01021 -2.04239 0.79826
C: 0.69328 -0.67543 1.14255
C: -2.02737 1.31922 -1.34972
C: -2.92138 1.65389 -0.13952
C: -2.20896 0.38375 -0.27140
N: -0.32004 -0.35447 1.96838
Cl: -2.42833 3.03634 0.88273
Cl: -3.01423 -1.13038 -0.34431
H: 3.73422 -1.38950 -1.13190
H: 3.12306 0.99947 -0.59381
H: 2.43852 -3.01232 -0.69038
H: 1.12235 1.37237 0.73382
H: 0.40227 -2.80004 1.17533
H: -2.67462 1.14201 -2.15980
H: -1.27569 2.02028 -1.59306
H: -4.07990 1.56591 -0.20683
H: -0.45118 0.60193 2.12334

Output
E_HOMO (alpha / beta)	-8.17 / -8.73	eV
2S+1	1
ΔE to the lowest compared entry with this formula, charge and spin	128.00	kcal/mol
max |F|	3.28	eV/Å
LUMO (alpha / beta)	-0.861 / -1.094	eV
orbital gap (alpha / beta)	0.2685 / 0.2805	Ha
electronic energy	-36008.666	eV


[2]
Below is one molecule with the formula C9H9ClS2Si at a distorted geometry, with properties calculated with wB97M-V/def2-TZVPD.

Cartesian coordinates (Å):
C: -0.34202 -0.78563 -4.25735
Si: 0.58025 0.54885 -3.30228
Cl: 2.56371 0.10033 -3.64290
C: 0.51341 1.48959 -1.73471
C: 0.80725 2.67020 -1.17770
C: 0.99728 2.63890 0.28492
C: 0.61681 1.58422 1.06412
S: 0.00142 0.08578 0.29015
C: -0.31464 -0.82698 1.76417
C: -1.51432 -1.32706 2.15020
C: -1.44067 -2.04518 3.33840
C: -0.17174 -2.08155 3.90769
S: 0.98395 -1.37777 2.84155
H: -0.54205 -1.50156 -3.44554
H: -1.32306 -0.65809 -4.64991
H: 0.29703 -1.22721 -4.98074
H: 1.09446 3.55474 -1.59986
H: 1.45442 3.48521 0.75688
H: 0.46832 1.42765 2.03219
H: -2.33476 -1.08397 1.54843
H: -2.44184 -2.29643 3.93559
H: 0.04679 -2.37405 4.87672

Output
E_HOMO (alpha / beta)	-7.53 / -7.53	eV
2S+1	1
ΔE to the lowest compared entry with this formula, charge and spin	62.15	kcal/mol
max |F|	5.81	eV/Å
LUMO (alpha / beta)	-0.223 / -0.223	eV
structure (SMILES)	C[Si](Cl)=C=C/C=C\Sc1cccs1
orbital gap (alpha / beta)	0.2686 / 0.2687	Ha
electronic energy	-51545.977	eV


[3]
Below is a 3-piece molecular cluster, C9H9F3O9 overall at a distorted geometry, with properties calculated with wB97M-V/def2-TZVPD.

Cartesian coordinates (Å):
O: 7.11440 -1.83976 1.79417
C: 8.38532 -1.98860 1.76939
O: 9.02233 -3.07603 2.28526
C: 10.42931 -3.00995 2.17222
C: 10.56273 -1.92760 1.11022
F: 10.59456 -2.43528 -0.12585
O: 9.36808 -1.15117 1.26376
H: 10.82465 -2.57940 3.09223
H: 10.84913 -3.96645 1.86084
H: 11.45000 -1.40711 1.47070
O: 1.02951 6.51994 1.85790
C: 0.64848 5.46537 2.28726
O: 1.36833 4.50692 3.06868
C: 0.55947 3.53774 3.65761
C: -0.65971 3.58048 2.69164
F: -1.83653 3.26290 3.30691
O: -0.62184 4.98027 2.25571
H: 0.95683 2.54781 3.88177
H: 0.26784 3.83832 4.66393
H: -0.40719 2.85202 1.92114
O: 17.53651 -3.52380 -0.97448
C: 18.54293 -2.82102 -0.75361
O: 19.49340 -2.62486 -1.63676
C: 20.54410 -1.84432 -1.09637
C: 19.82680 -1.17608 0.13332
F: 19.26357 0.03329 -0.22082
O: 18.82270 -2.08102 0.34460
H: 21.27676 -2.61554 -0.85859
H: 20.99758 -1.02545 -1.65487
H: 20.43613 -1.05000 1.02826

Output
E_HOMO	-11.20	eV
2S+1	1
ΔE to the lowest compared entry with this formula, charge and spin	53.76	kcal/mol
max |F|	6.80	eV/Å
LUMO	0.474	eV
structure (SMILES)	O=C1OC[C@@H](F)O1.O=C1OC[C@@H](F)O1.O=C1OC[C@@H](F)O1
orbital gap	0.4290	Ha
electronic energy	-36057.258	eV


[4]
Below is C9H9F6N2O9S5Ta as an isolated structure at a distorted geometry, with properties calculated with wB97M-V/def2-TZVPD.

Cartesian coordinates (Å):
Ta: -0.00010 -0.76912 0.09772
O: -1.73747 0.37327 -2.27519
C: -1.12006 -0.00100 -3.49500
C: 0.26799 0.58762 -3.47055
N: 1.06396 0.19025 -2.28090
C: 2.08843 -0.79327 -2.59382
C: 2.67195 -1.37417 -1.32320
O: 3.74053 -1.88517 -1.22672
O: 1.81235 -1.28981 -0.27672
C: 1.66985 1.38826 -1.67745
C: 0.61419 2.09125 -0.85407
O: 0.40495 3.26120 -0.80723
O: -0.10818 1.19260 -0.15353
H: -2.63665 0.03158 -2.24087
H: -1.65208 0.41578 -4.35573
H: -1.08752 -1.08809 -3.61455
H: 0.18326 1.67475 -3.47553
H: 0.80181 0.30474 -4.38224
H: 2.90921 -0.38814 -3.19364
H: 1.63713 -1.61958 -3.14923
H: 2.09033 2.06919 -2.42022
H: 2.46926 1.09551 -0.99273
S: -1.84699 -5.01722 -0.32393
C: -1.11180 -3.58971 -0.13298
S: -1.05586 -2.35211 -1.39192
S: -0.41742 -2.94746 1.31470
F: 0.31811 -0.19120 4.97286
C: 1.12158 0.69941 4.42524
F: 1.00831 1.85657 5.05475
F: 2.37124 0.27560 4.48046
S: 0.67246 0.97362 2.65311
O: 0.64851 -0.44601 2.11684
O: 1.66201 1.82871 2.11003
N: -0.76971 1.52295 2.71882
S: -2.07839 0.90282 2.11114
O: -1.82345 -0.18031 1.13545
O: -3.02996 1.87077 1.72000
C: -2.80318 -0.01065 3.54609
F: -2.88512 0.81457 4.58204
F: -2.04691 -1.04939 3.86011
F: -4.01658 -0.42863 3.20859

Output
E_HOMO	-8.73	eV
2S+1	1
ΔE to the lowest compared entry with this formula, charge and spin	18.53	kcal/mol
max |F|	1.46	eV/Å
LUMO	-1.413	eV
orbital gap	0.2688	Ha
electronic energy	-102921.981	eV


[5]
Below is an isolated ion of composition C9H9N2 and charge +1 at a distorted geometry, with properties calculated with wB97M-V/def2-TZVPD.

Cartesian coordinates (Å):
N: -1.89244 0.41668 1.92723
C: -1.34627 -0.03554 0.70204
N: -2.12754 -0.64586 -0.20289
C: -1.66709 -1.10198 -1.41573
C: -0.36226 -0.93340 -1.80828
C: 0.53178 -0.27296 -0.87088
C: 1.89981 -0.07037 -1.24710
C: 2.72457 0.53383 -0.30717
C: 2.22047 0.94637 0.98035
C: 0.89808 0.80080 1.35958
C: 0.02816 0.16205 0.39870
H: -2.35225 1.32048 1.80725
H: -2.55973 -0.26789 2.27944
H: -3.11132 -0.79951 0.00605
H: -2.35953 -1.60457 -2.09732
H: 0.01754 -1.29440 -2.76769
H: 2.23756 -0.38897 -2.24009
H: 3.78412 0.69713 -0.53271
H: 2.91031 1.41783 1.68926
H: 0.52604 1.12027 2.33995

Output
E_HOMO	-12.92	eV
2S+1	1
ΔE to the lowest compared entry with this formula, charge and spin	7.54	kcal/mol
max |F|	1.84	eV/Å
LUMO	-4.527	eV
structure (SMILES)	Nc1[nH+]ccc2ccccc12
orbital gap	0.3083	Ha
electronic energy	-12453.246	eV
net charge	+1


Q: Among the records above, which one has the lowest ΔE to the lowest compared entry with this formula, charge and spin?
A: C9H9N2


Q: 2S+1 of number 4 (C9H9F6N2O9S5Ta)?
A: 1


Q: Number 3 is which compound?
A: C9H9F3O9